Computed, not measured: a cluster of 2 separate species, C8H11NO3S in total in a non-equilibrium geometry, with wB97M-V/def2-TZVPD.

Geometry as XYZ:
```
24
Properties=species:S:1:pos:R:3:forces:R:3:mulliken_charge:R:1
C -0.995 -1.806 0.380 2.240 -0.678 -1.729 -0.201
C -1.795 -1.654 -0.719 -0.424 1.640 1.935 -0.371
C -0.673 -1.095 1.651 -1.781 -1.119 0.814 -0.228
C -2.796 -0.545 -0.879 1.893 0.470 0.977 0.343
C 1.251 0.693 -1.934 0.885 0.778 -0.074 -0.774
C -0.493 0.185 2.077 0.502 -1.758 -1.428 -0.555
C -0.452 1.381 1.339 -2.581 -1.305 -2.854 -0.391
C 2.803 0.214 0.195 -2.230 0.345 0.517 -0.741
N -1.225 1.402 0.230 -0.050 1.008 -0.751 0.770
O -2.428 0.546 0.176 -0.075 0.210 -0.084 -0.376
O -1.147 2.250 -0.671 -0.269 -0.952 0.871 -0.627
O -3.753 -0.409 -1.558 0.933 0.056 0.870 -0.447
S 1.694 -0.765 -0.934 0.434 1.044 0.493 -0.055
H -0.143 -2.641 0.239 -2.444 1.442 0.447 0.314
H -1.812 -2.354 -1.508 0.146 -0.799 -0.622 0.424
H -0.734 -1.877 2.469 0.775 1.007 -0.812 0.296
H 0.430 0.466 -2.643 0.512 0.104 0.441 0.337
H 2.247 0.815 -2.499 -1.861 0.712 0.584 0.338
H 0.024 0.214 2.967 0.428 0.275 2.415 0.475
H 0.939 1.587 -1.240 0.747 -1.713 -1.640 0.149
H 0.178 2.224 1.469 0.359 0.441 0.083 0.522
H 2.666 1.325 0.009 0.394 -1.491 0.151 0.236
H 2.411 -0.036 1.194 0.192 0.410 -0.160 0.158
H 3.801 -0.121 0.189 1.273 -0.128 -0.443 0.402
```
Positions in Å, forces in eV/Å.

Properties
charge = 0
gap between HOMO and LUMO = 7.51 eV
energy = -26935.23851 eV
energy above the lowest of the compared OMol25 structures with the same formula, charge and spin = 730.1 kJ/mol
HOMO level = -8.419 eV